{
  "formula": "C68H72O36",
  "method": "the ωB97M-V functional and the def2-TZVPD basis",
  "homo_lumo_gap_ev": 7.45,
  "homo_energy_ha": -0.369,
  "max_force_ha_per_bohr": 0.152,
  "e_lumo_ev": -2.601,
  "spin_multiplicity": 1,
  "elements": ["C", "C", "C", "O", "C", "C", "C", "O", "H", "H", "H", "H", "C", "C", "C", "O", "C", "C", "C", "O", "H", "H", "H", "H", "C", "C", "C", "O", "C", "C", "C", "O", "H", "H", "H", "H", "C", "C", "C", "O", "C", "C", "C", "O", "H", "H", "H", "H", "C", "C", "C", "O", "C", "C", "C", "O", "H", "H", "H", "H", "C", "C", "C", "O", "C", "C", "C", "O", "H", "H", "H", "H", "C", "C", "C", "O", "C", "O", "O", "H", "H", "H", "H", "H", "H", "C", "C", "C", "O", "C", "O", "O", "H", "H", "H", "H", "H", "H", "C", "C", "C", "O", "C", "O", "O", "H", "H", "H", "H", "H", "H", "C", "C", "C", "O", "C", "O", "O", "H", "H", "H", "H", "H", "H", "C", "C", "C", "O", "C", "O", "O", "H", "H", "H", "H", "H", "H", "C", "C", "C", "O", "C", "O", "O", "H", "H", "H", "H", "H", "H", "C", "C", "C", "O", "C", "O", "O", "H", "H", "H", "H", "H", "H", "C", "C", "C", "O", "C", "O", "O", "H", "H", "H", "H", "H", "H"],
  "coordinates": [[3.4351, -1.9800, 3.7587], [3.8692, -1.0109, 2.8891], [3.1103, 0.2576, 2.6847], [3.1961, 1.1434, 1.8365], [2.1293, 0.5173, 3.6921], [1.7049, -0.4708, 4.5563], [2.2994, -1.8169, 4.6876], [1.9520, -2.6899, 5.4337], [3.8123, -2.9879, 3.8493], [4.7594, -1.1767, 2.3004], [1.5157, 1.3688, 3.4375], [0.7507, -0.3834, 5.0544], [5.5720, -1.4405, -1.3510], [4.1959, -1.2221, -1.4239], [3.3383, -1.6276, -2.6222], [2.0951, -1.4489, -2.6745], [4.1414, -2.3861, -3.5705], [5.4733, -2.4849, -3.4871], [6.3455, -2.0610, -2.3986], [7.6012, -2.0570, -2.2640], [5.9830, -0.9782, -0.4657], [3.7394, -0.7182, -0.5848], [3.6132, -2.8437, -4.3940], [5.8932, -3.0627, -4.2971], [-1.2889, -4.6575, -3.4169], [-0.3370, -4.2339, -4.2588], [0.7861, -5.0715, -4.7162], [1.5591, -4.5928, -5.5592], [0.7954, -6.4159, -4.1983], [-0.1811, -6.8880, -3.3666], [-1.3361, -6.0029, -2.8393], [-2.1884, -6.2598, -2.0265], [-2.0835, -3.9557, -3.2106], [-0.3974, -3.2386, -4.6735], [1.6013, -6.9757, -4.6494], [-0.1597, -7.9412, -3.1286], [-5.7950, -2.3452, -0.7118], [-4.5529, -2.2552, -1.3429], [-4.4276, -1.3111, -2.5210], [-3.3420, -1.2597, -3.1585], [-5.5608, -0.4805, -2.8282], [-6.6873, -0.5142, -2.1256], [-6.9322, -1.4781, -0.9924], [-8.0049, -1.6714, -0.4263], [-5.9458, -3.0776, 0.0675], [-3.7047, -2.8702, -1.0807], [-5.3352, 0.2532, -3.5879], [-7.4630, 0.1890, -2.3903], [0.3799, 5.6106, 4.3935], [1.7502, 5.8005, 4.5071], [2.8166, 4.9959, 3.7541], [4.0286, 5.2852, 3.7039], [2.2532, 4.0282, 2.8424], [0.8885, 3.8492, 2.6833], [-0.1629, 4.6144, 3.3953], [-1.3288, 4.4491, 3.1357], [-0.3191, 6.1187, 5.0413], [2.0780, 6.5247, 5.2382], [2.9595, 3.4100, 2.3081], [0.5902, 3.0395, 2.0337], [-3.1361, 3.0843, -2.3055], [-2.8267, 4.3307, -2.8421], [-2.4507, 5.5757, -2.0640], [-2.0550, 6.6507, -2.4832], [-2.5324, 5.2500, -0.6139], [-2.9294, 4.0308, -0.0661], [-3.3621, 2.8000, -0.8911], [-3.6046, 1.7094, -0.4999], [-3.3387, 2.2923, -3.0113], [-2.6337, 4.2549, -3.9020], [-2.3054, 6.0450, 0.0810], [-2.7330, 3.9766, 0.9945], [-3.1082, -5.1893, 0.8316], [-2.6222, -5.6176, 2.2454], [-1.2441, -6.2443, 2.3314], [-0.4336, -5.2244, 2.8842], [-1.1856, -4.1388, 3.2498], [-0.7499, -3.1037, 3.7437], [-2.4001, -4.3952, 2.9390], [-2.1871, -4.8291, 0.3734], [-3.8521, -4.3928, 0.8076], [-3.4207, -6.0583, 0.2527], [-3.2695, -6.3215, 2.7683], [-0.8525, -6.4167, 1.3289], [-1.1174, -7.1152, 2.9745], [4.4244, 2.9359, -1.6660], [5.7529, 3.1323, -0.8487], [5.5404, 4.0346, 0.2812], [6.2108, 3.3966, 1.2834], [6.5327, 2.0869, 0.9580], [7.0970, 1.2471, 1.6671], [6.1093, 1.8556, -0.3285], [3.4874, 2.6648, -1.1796], [4.4531, 2.2167, -2.4845], [4.2151, 3.8631, -2.1994], [6.5748, 3.5747, -1.4115], [4.4919, 4.2171, 0.5164], [5.8819, 5.0408, 0.0381], [0.8671, 8.0331, -1.8871], [1.6632, 6.6691, -1.8284], [1.2869, 5.8270, -0.5259], [1.1236, 4.4965, -1.0810], [1.0704, 4.6122, -2.4325], [0.9179, 3.7169, -3.2759], [1.1993, 5.8844, -2.8343], [1.4187, 8.6679, -1.1936], [-0.1763, 7.9857, -1.5756], [0.9950, 8.4404, -2.8900], [2.7323, 6.8755, -1.8780], [0.3416, 6.1791, -0.1129], [2.0716, 5.8247, 0.2306], [1.1195, -0.9292, -6.6751], [0.3080, -0.2944, -5.5348], [0.5395, 1.2317, -5.3374], [-0.7641, 1.7224, -5.4519], [-1.6230, 0.8052, -5.5543], [-2.8741, 1.0081, -5.6081], [-1.1089, -0.3877, -5.6875], [0.6950, -0.5815, -7.6170], [1.0792, -2.0157, -6.7531], [2.1573, -0.5962, -6.6928], [0.6416, -0.8048, -4.6313], [1.3071, 1.6379, -5.9960], [0.9253, 1.3491, -4.3247], [-3.8510, -0.3733, 1.7701], [-4.5941, -1.5556, 2.5913], [-4.1101, -1.7066, 4.0114], [-5.3102, -1.3799, 4.7679], [-6.3324, -1.1879, 3.9801], [-7.4108, -0.7708, 4.3552], [-5.9766, -1.2471, 2.6779], [-2.7790, -0.5492, 1.6806], [-3.9402, 0.5107, 2.4016], [-4.2384, -0.3518, 0.7515], [-4.3972, -2.4796, 2.0475], [-3.2557, -1.0378, 4.1153], [-3.7727, -2.7334, 4.1528], [-4.4397, 2.7073, 5.6047], [-3.1782, 3.1024, 4.9561], [-2.0237, 2.9336, 5.9390], [-1.1245, 2.0107, 5.3925], [-1.6604, 1.4031, 4.3941], [-1.2371, 0.4463, 3.7649], [-2.8280, 2.0522, 4.1154], [-4.7488, 3.5048, 6.2804], [-4.4279, 1.7076, 6.0390], [-5.2723, 2.7744, 4.9045], [-3.2986, 4.0633, 4.4559], [-2.3682, 2.5833, 6.9120], [-1.5541, 3.9084, 6.0715], [0.6385, 0.9779, -0.0250], [-0.5198, -0.0447, -0.0763], [-0.9233, -0.3963, -1.4835], [-1.2296, -1.7024, -1.3150], [-0.4640, -2.2134, -0.3469], [-0.4176, -3.3303, -0.0207], [0.0404, -1.2802, 0.4162], [0.1491, 1.9306, -0.2275], [1.4198, 0.8330, -0.7711], [1.0670, 1.0470, 0.9749], [-1.3984, 0.2556, 0.4947], [-0.1950, -0.1249, -2.2478], [-1.7367, 0.2295, -1.8507], [2.3214, -5.3950, -1.3505], [2.8919, -4.5241, -0.2595], [2.3086, -4.7246, 1.1168], [3.4316, -5.0160, 1.8891], [4.5300, -4.9816, 1.1753], [5.6505, -5.2164, 1.5801], [4.2354, -4.7169, -0.0742], [1.2342, -5.3159, -1.3568], [2.5270, -6.4548, -1.2003], [2.6656, -5.0058, -2.3087], [2.8690, -3.4729, -0.5468], [1.5241, -5.4777, 1.0425], [1.6977, -3.9037, 1.4926]],
  "forces_ev_per_angstrom": [[0.512, 0.626, -1.249], [-0.257, -1.380, 0.254], [0.637, 0.741, 0.921], [1.241, -1.275, -0.712], [-2.299, -2.574, 1.963], [-0.931, 1.768, -0.744], [0.871, 1.334, -1.266], [-0.320, -0.057, 0.398], [0.868, 0.050, -0.312], [0.054, -0.066, -0.212], [-0.105, 0.165, 0.667], [-0.012, 0.398, 0.291], [-4.212, 1.492, 1.244], [1.775, -0.377, -0.658], [-1.367, 0.203, 2.289], [3.101, -0.314, -0.156], [-0.044, 0.326, -0.607], [0.140, -1.653, -1.763], [2.941, 1.402, 1.553], [-3.486, -0.754, -1.494], [0.809, -0.379, -0.033], [-0.303, 0.173, -0.042], [-0.031, -0.049, -0.226], [0.546, -0.046, -0.027], [0.284, 1.076, -0.987], [-0.505, 0.047, 0.425], [-0.267, 2.430, -1.117], [-0.509, -1.290, 1.289], [-0.843, -1.060, 0.684], [0.506, 0.305, -0.678], [1.369, 0.566, -0.777], [0.277, -1.134, 0.056], [-0.229, -0.115, 0.410], [0.087, 0.137, -0.023], [-0.028, -0.734, 0.393], [-0.145, -0.068, 0.341], [3.618, -0.507, -0.527], [-3.244, 0.569, 0.248], [3.656, -1.403, 0.094], [-2.857, -0.017, 1.348], [0.042, 0.692, -0.050], [-0.748, 0.356, 0.303], [-0.972, -0.492, -0.705], [1.226, 0.847, -0.835], [-0.061, -0.023, 0.185], [0.024, -0.078, -0.053], [-0.385, 0.050, -0.314], [-0.293, -0.038, 0.205], [2.455, -0.599, -0.419], [-1.807, -0.620, 0.398], [1.047, 2.380, -0.589], [-2.761, -0.560, 0.810], [-2.676, -1.199, -0.437], [2.872, -0.204, 0.159], [1.642, 0.493, 0.242], [-0.525, 0.184, 0.159], [-0.030, 0.283, -0.121], [0.301, 0.071, -0.003], [-0.066, -0.169, -0.121], [-0.373, 0.119, -0.251], [-0.396, 2.815, -1.853], [0.371, -2.253, 0.146], [-0.375, -1.224, 0.515], [-0.490, -1.193, 0.053], [-1.108, -1.973, 1.226], [0.820, 1.871, -0.885], [2.301, 3.299, -0.535], [-0.739, -1.537, 1.222], [0.149, -0.266, -0.114], [-0.130, 0.645, -0.275], [0.304, 0.114, 0.083], [-0.553, -0.439, 0.308], [1.286, -1.022, 0.528], [-0.499, -0.090, -0.762], [1.025, 0.239, -0.832], [0.879, 1.101, 0.703], [3.509, 1.273, 0.718], [-1.021, -2.419, -1.083], [-3.705, 0.668, 0.577], [-0.196, 0.288, -0.376], [-0.068, -0.248, 0.395], [-0.201, 0.097, 0.019], [-0.671, 0.766, 0.233], [0.014, -0.465, -0.039], [-0.422, -0.102, -0.188], [0.681, 0.547, -1.088], [-2.591, -1.229, -2.952], [-1.403, 1.326, -0.170], [1.806, -1.677, 2.518], [0.922, -1.848, 1.077], [-2.042, 3.132, -2.110], [0.828, 0.634, 1.522], [0.458, 0.130, 1.035], [0.745, -0.223, 0.052], [-0.047, 0.350, 0.031], [0.010, -0.674, -0.638], [-0.301, -0.551, 0.371], [0.738, -0.037, 0.388], [1.813, -0.802, 0.526], [-1.826, 2.409, 2.958], [0.540, 0.553, -1.337], [0.060, 0.302, -0.644], [-0.488, -2.309, -2.764], [0.306, 1.876, 3.110], [-0.007, -1.649, -1.318], [-0.198, 0.422, 0.022], [0.123, -0.327, -0.285], [-0.257, 0.037, 0.068], [0.103, -0.223, -0.258], [-0.026, -0.192, 0.048], [-0.105, -0.164, -0.077], [-1.021, 0.480, -0.841], [1.936, -0.473, -0.057], [1.130, -2.026, 0.786], [1.973, 3.846, 0.343], [-7.715, -0.754, -1.019], [4.188, -0.467, 0.429], [0.964, -1.531, -0.021], [-0.033, 0.180, -0.211], [0.012, -0.017, 0.540], [0.014, -0.037, 0.420], [-0.546, -0.082, 0.254], [-0.701, 0.379, -0.457], [-0.271, 0.542, 0.048], [-0.787, -1.809, 1.353], [1.853, 1.339, -2.330], [-0.306, -0.145, -0.694], [2.220, -0.760, 1.269], [-2.329, 2.568, -0.481], [1.274, -1.245, -0.483], [-0.113, -0.710, -0.004], [0.009, -0.448, 0.310], [-0.319, 0.353, -0.608], [-0.294, 0.530, 0.349], [-0.577, -0.087, -0.110], [-0.319, 0.223, 0.938], [-0.261, 0.124, 0.649], [-2.077, 0.845, 0.016], [0.545, -1.275, 1.292], [-0.149, 2.425, 1.260], [2.076, 0.269, 1.729], [-1.416, -1.176, -2.867], [-0.667, 1.882, 1.255], [-0.057, -1.946, -3.217], [0.244, -0.228, 0.763], [0.088, 0.218, 0.201], [0.047, -0.470, -0.400], [0.591, -0.197, -0.194], [0.062, -0.113, -0.054], [0.525, -0.219, 0.200], [-1.636, 0.452, 0.356], [2.678, 1.815, -0.099], [-0.064, 3.482, -0.305], [-0.487, -2.915, -1.457], [-1.197, 1.351, 0.902], [0.343, -4.064, -0.242], [0.029, 1.548, 0.000], [0.258, 0.419, -0.128], [-0.121, -0.349, 0.048], [-0.025, -0.182, -0.151], [0.280, -0.118, 0.339], [0.868, -0.974, 0.112], [-0.770, -0.531, 0.504], [-0.366, 0.310, 0.002], [-1.482, 1.482, -0.810], [-1.919, 0.335, -0.755], [-0.899, -0.386, 2.268], [2.920, -1.093, 0.749], [-1.622, 0.544, -0.340], [2.423, -0.511, -1.393], [-0.100, 0.277, 0.111], [0.392, 0.040, -0.106], [0.152, -0.453, -0.162], [-0.820, 0.155, -0.238], [0.559, -0.926, 0.557], [0.676, 0.493, 0.195]],
  "mulliken_charge": [-0.572, -1.010, 0.227, 0.206, 1.068, -0.049, -0.134, -0.566, 0.473, 0.645, -0.631, 0.302, -0.196, -0.002, 0.143, -0.226, -0.630, -0.519, -0.147, -0.572, 0.423, 0.543, 0.527, 0.401, -0.067, 0.022, 0.362, -0.617, -0.481, -0.677, 0.151, -0.539, 0.474, 0.430, 0.458, 0.439, -0.220, 0.653, 0.026, -0.393, -0.707, -0.435, 0.104, -0.594, 0.470, 0.117, 0.538, 0.435, -0.617, -0.867, 0.069, -0.573, 0.179, 0.376, 0.070, -0.486, 0.554, 0.411, 0.379, 0.586, -0.034, -0.505, 0.205, -0.591, -0.201, -0.276, -0.199, -0.180, 0.390, 0.446, 0.466, 0.382, -0.298, 0.245, -0.372, -0.345, 0.442, -0.484, -0.164, -0.165, -0.379, 0.490, 0.368, 0.143, 0.354, -1.304, 0.335, 0.326, -0.383, 0.643, -0.578, -0.242, 0.001, 0.483, 0.461, 0.327, -0.393, 0.374, -1.426, 0.360, -0.395, 0.590, -0.080, -0.574, -0.335, 0.436, 0.298, 0.364, 0.354, 0.129, 0.307, -1.711, 2.016, -0.312, -0.234, 0.599, -0.699, -0.309, 0.458, 0.235, 0.371, -0.739, 0.378, 0.073, -0.252, 1.568, 0.764, -0.432, 0.487, -0.615, -0.393, 0.018, 0.292, -0.111, -0.940, -0.300, 0.021, -1.847, 0.618, -0.559, -0.467, 0.201, 0.029, 0.032, 0.435, 0.405, 0.436, 0.173, 0.447, 0.211, -0.166, 1.951, 0.979, 0.684, -0.574, 0.132, -0.082, 0.419, -0.135, -1.034, -0.928, -0.963, -0.173, -1.349, 2.277, 0.633, -0.407, 0.499, -0.626, -0.482, -0.022, 0.425, 0.275, -0.965, -0.286, 0.012]
}